[1]
The following is a quantum chemistry calculation of the molecule C5H7NO3 in a non-equilibrium geometry, from the OMol25 dataset.

Cartesian coordinates (Å):
C -1.536 0.442 0.393
C -0.356 1.292 0.008
C 0.992 0.777 0.428
C 1.570 -0.027 -0.741
C 1.725 -1.329 -0.722
H -3.943 -0.878 -0.702
H -1.579 0.031 1.445
H 1.625 1.673 0.612
H 1.557 -0.377 1.839
H 1.838 0.452 -1.684
H 2.046 -1.892 -1.583
H 1.517 -1.928 0.188
N -2.364 0.061 -0.494
O -3.420 -0.650 0.059
O -0.358 2.318 -0.619
O 0.684 0.033 1.571

Output
SMILES ... C=C[C@H](O)C(=O)/C=N/O
Orbital gap ... 10.268 eV
Molar mass ... 129.12 g mol⁻¹
Energy relative to the best compared isomer or geometry (same formula, charge and spin) ... 103.6 kcal per mole
E ... -475.08397 Eh

Here are the Löwdin charges for atoms 1 to 2, given in e: number 1, C, carries -0.06; number 2, C, carries -0.34

***

[2]
The following is a quantum chemistry calculation of a cluster of 2 separate species, C5H7NO3 in total in a non-equilibrium geometry, from the OMol25 dataset.

Cartesian coordinates (Å):
C 0.246 3.035 0.753
C -0.245 0.866 -0.165
C -1.292 0.029 -0.477
C 0.693 -1.184 0.124
C 1.092 0.178 -0.070
H 1.378 2.817 1.249
H 0.276 4.165 0.161
H -0.453 2.729 1.769
H -2.290 0.058 -1.118
H -0.178 -3.518 -0.892
H 1.952 0.803 0.553
H 1.521 0.252 -1.296
N -0.474 -1.100 -0.412
O -0.408 2.235 -0.364
O -1.189 -2.312 -0.030
O 1.365 -2.067 0.577

Output
Orbital gap ... 6.722 eV
Molar mass ... 129.12 g mol⁻¹
Energy relative to the best compared isomer or geometry (same formula, charge and spin) ... 283.5 kcal per mole
E ... -474.79720 Eh

Here are the Löwdin charges for atoms 1 to 2, given in e: number 1, C, carries -0.10; number 2, C, carries -0.32

***

[3]
The following is a quantum chemistry calculation of the molecule C5H7NO3 in a non-equilibrium geometry, from the OMol25 dataset.

Cartesian coordinates (Å):
C 0.381 -2.325 0.471
C -0.005 -1.485 -0.469
C 0.312 1.400 -0.759
C 1.135 1.427 0.627
C -0.391 0.175 -0.102
N -1.829 0.158 -0.076
O -2.283 0.340 -1.185
O -2.446 -0.097 0.924
O 0.197 0.491 1.185
H 0.900 -3.263 0.270
H 0.131 -2.125 1.487
H 0.243 -1.381 -1.553
H -0.350 2.148 -1.015
H 0.870 1.165 -1.591
H 2.089 1.051 0.674
H 1.046 2.323 1.110

Output
SMILES ... C=C[C@]1([N+](=O)[O-])CCO1
Orbital gap ... 10.643 eV
Molar mass ... 129.12 g mol⁻¹
Energy relative to the best compared isomer or geometry (same formula, charge and spin) ... 164.3 kcal per mole
E ... -474.98725 Eh

Here are the Löwdin charges for atoms 1 to 2, given in e: number 1, C, carries 0.02; number 2, C, carries -0.01

***

[4]
The following is a quantum chemistry calculation of the molecule C5H7NO4 in a non-equilibrium geometry, from the OMol25 dataset.

Cartesian coordinates (Å):
C 2.450 -0.163 0.036
C 2.511 1.237 0.077
C 1.203 -0.797 0.059
C -1.077 -0.325 0.013
C -3.496 0.049 -0.047
N -2.133 0.460 0.166
O 3.751 1.735 -0.149
O 0.926 -1.985 -0.055
O 0.107 0.143 0.187
O 3.543 -1.010 -0.033
H -1.205 -1.371 -0.265
H -3.514 -0.940 -0.503
H -4.042 0.013 0.900
H -3.995 0.756 -0.714
H -1.956 1.415 0.454
H 3.731 2.697 -0.075
H 3.197 -1.915 -0.051

Output
Orbital gap (alpha / beta) ... 6.785 / 6.785 eV
Molar mass ... 145.11 g mol⁻¹
Energy relative to the best compared isomer or geometry (same formula, charge and spin) ... 78.9 kcal per mole
E ... -550.31229 Eh

Here are the Löwdin charges for atoms 1 to 2, given in e: number 1, C, carries -0.32; number 2, C, carries -0.08

***

[5]
The following is a quantum chemistry calculation of the molecule C5H7NO4 in a non-equilibrium geometry, from the OMol25 dataset.

Cartesian coordinates (Å):
C -0.949 3.567 2.611
C -1.342 2.124 2.647
O -2.196 1.679 3.378
C -0.669 1.213 1.626
N -0.943 1.346 0.394
C -0.256 0.515 -0.558
C -0.335 -0.959 -0.177
O -1.286 -1.677 -0.328
O -0.002 0.208 2.198
H -1.241 4.048 3.550
H 0.136 3.653 2.456
H -1.431 4.064 1.758
H -0.709 0.648 -1.551
H 0.815 0.772 -0.660
O 0.913 -1.550 0.247
H 0.769 -0.276 1.669
H 1.663 -0.970 0.066

Output
SMILES ... CC(=O)/C(O)=N/CC(=O)O
Orbital gap ... 10.029 eV
Molar mass ... 145.11 g mol⁻¹
Energy relative to the best compared isomer or geometry (same formula, charge and spin) ... 18.6 kcal per mole
E ... -550.40833 Eh

Here are the Löwdin charges for atoms 1 to 2, given in e: number 1, C, carries -0.01; number 2, C, carries -0.37

***

[6]
The following is a quantum chemistry calculation of the molecule C5H7NOS in a non-equilibrium geometry, from the OMol25 dataset.

Cartesian coordinates (Å):
C 0.016 -0.077 -0.167
C -1.030 1.054 1.554
C -2.116 0.176 0.878
C -1.420 -0.475 -0.296
C -1.896 -1.234 -1.279
H 3.263 -0.338 -1.350
H -0.773 0.818 2.575
H -1.224 2.124 1.479
H -3.053 0.734 0.607
H -2.460 -0.667 1.556
H -2.951 -1.499 -1.313
H -1.276 -1.622 -2.103
N 0.949 -0.451 -0.961
O 0.149 0.846 0.780
S 2.457 0.011 -0.319

Output
SMILES ... C=C1CCO/C1=N\S
Orbital gap ... 8.736 eV
Molar mass ... 129.18 g mol⁻¹
Energy relative to the best compared isomer or geometry (same formula, charge and spin) ... 42.4 kcal per mole
E ... -722.85057 Eh

Here are the Löwdin charges for atoms 1 to 2, given in e: number 1, C, carries -0.52; number 2, C, carries -0.13